[1]
Computed, not measured: a structure of composition C15H26ClN2O2PtSbSi, with ωB97M-V/def2-TZVPD.

Geometry as XYZ:
```
49
Properties=species:S:1:pos:R:3:nbo_charge:R:1
H 1.2080 -0.6844 -1.1998 0.280
C 0.6032 3.4811 -0.1686 -0.147
C 2.2215 -0.8182 -0.8280 -1.004
H -1.9703 2.1464 -2.9234 0.206
C -1.1976 -1.1342 0.7106 -0.369
C 0.7652 4.5481 0.7130 -0.043
Si -2.5369 -1.8907 -0.4045 1.600
H 2.0480 -4.2514 0.5506 0.272
C -3.3385 -3.2228 0.6040 -1.114
H -1.5585 2.2033 -1.2070 0.189
H 0.7874 5.5551 0.3166 0.276
H -3.1958 0.2436 -1.4614 0.237
H -1.0285 -1.7751 -2.3678 0.239
O -0.5274 0.8174 -2.2468 -0.750
C 1.3109 -3.6033 1.0266 -0.954
C -3.6915 -0.5091 -0.8488 -1.109
Pt 0.9608 0.1440 2.5589 0.806
H -4.1180 -3.7134 0.0169 0.267
H 1.0718 2.7587 3.5493 0.225
H -0.3177 0.6087 -3.1653 0.489
H 0.5021 1.3270 -0.3022 0.248
H -0.9394 -3.3817 -1.6104 0.235
H 4.0658 -2.1758 2.8600 0.280
H -4.5298 -0.9079 -1.4245 0.268
H -4.1028 -0.0280 0.0397 0.258
C 0.9408 2.9969 2.4978 0.047
C -1.6061 -2.5581 -1.8747 -1.111
O 1.2854 4.7521 -1.9990 -0.538
H 1.0201 5.1077 2.7816 0.269
H -2.6252 -3.9897 0.9110 0.246
N 0.8124 1.9641 1.6450 -0.493
C 4.0858 -1.6741 1.8963 -0.983
C 0.6231 2.1937 0.3321 0.055
C -1.1483 2.1002 -2.2098 0.070
H 4.4381 -0.6502 2.0005 0.266
C 0.9120 4.3045 2.0672 -0.217
H 2.7521 0.1309 -0.7809 0.264
H 2.7772 -1.5143 -1.4592 0.277
C 0.5756 3.8432 -1.6416 0.656
H 0.3969 -3.5537 0.4422 0.267
H -0.1870 3.5169 -3.4463 0.430
H 1.1111 -3.9283 2.0431 0.283
N -0.2469 3.1745 -2.4968 -0.625
C -0.3684 -0.6295 1.4431 -0.305
Sb 2.1472 -1.6832 1.0834 1.778
H -2.3171 -2.9527 -2.6044 0.271
H -3.8072 -2.8159 1.5012 0.261
H 4.7244 -2.2108 1.1930 0.275
Cl 1.2119 -1.6613 3.8877 -0.326
```

Output
LUMO in eV: -8.614
Charge: +2
Energy above the lowest of the compared OMol25 structures with the same formula, charge and spin in eV: 0.0069
Total energy in eV: -53220.0164
Gap between HOMO and LUMO in Ha: 0.258
HOMO in eV: -15.64

[2]
Computed, not measured: a cluster of 3 separate species, C15H26ClNO7PS in total in a non-equilibrium geometry, with ωB97M-V/def2-TZVPD.

Geometry as XYZ:
```
52
Properties=species:S:1:pos:R:3:nbo_charge:R:1
H 4.3363 1.0775 0.0857 0.166
O 3.5375 -0.0776 5.3000 -0.511
P -2.9150 0.4499 0.5018 1.092
C 0.0878 1.0085 0.5069 0.725
C 4.2085 0.7772 -0.9638 -0.242
H 0.5450 -3.0819 -0.8007 0.202
C -4.7702 0.6989 -3.3919 -0.547
H -2.1117 -1.3125 -0.5648 0.401
C 2.4417 -2.3363 -0.0802 -0.423
S -3.6764 2.1320 -0.1187 -0.652
H -3.8509 1.0711 -3.8481 0.245
O 0.3766 1.1477 1.6993 -0.771
H 4.3063 2.4650 4.3984 0.197
H -3.9116 -0.5149 0.6865 -0.058
H -6.8849 0.6963 -3.8192 0.206
H -5.0818 -0.6772 -5.8634 0.172
H 3.1328 1.4621 2.5317 0.248
H 3.1689 -3.0533 -0.4848 0.191
C -4.5552 -0.7621 -3.0667 0.802
C 0.4772 -0.9396 -1.1416 -0.445
H -5.9459 1.4719 -5.0974 0.216
H 4.0514 1.4524 6.5630 0.181
H 2.4434 -0.2961 0.6155 0.187
H -2.3157 0.5295 1.7624 -0.019
H 1.6559 1.2475 3.4461 0.304
C 3.1417 -1.0165 0.1648 -0.069
N -1.7903 -0.3519 -0.4614 -0.944
H -6.6990 -1.1748 -5.3278 0.187
Cl -0.3831 -1.6061 1.4314 -0.146
H 3.9666 -1.1497 0.8793 0.177
H -0.2021 -1.0320 -1.9961 0.217
O -5.1834 -1.5373 -3.9961 -0.502
C 3.1850 -0.1250 3.9793 0.797
O 3.2340 -1.1476 3.3634 -0.571
H 2.6879 3.0605 4.7790 0.219
H 1.6022 -2.4643 -2.0558 0.201
C 2.7442 1.2469 3.5228 -0.547
O -3.9264 -1.2302 -2.1682 -0.571
H 3.5740 1.5254 -1.4534 0.185
O 3.6353 -0.5054 -1.0679 -0.571
C -0.4056 -0.4204 0.0280 0.079
C 3.2813 2.1618 4.6229 -0.426
C 3.2785 1.2303 5.8290 -0.069
H 1.1649 -0.1315 -1.3982 0.251
H -4.9347 1.2588 -2.4743 0.282
C -5.9430 0.6634 -4.3691 -0.429
C 1.2376 -2.2648 -1.0398 -0.395
H 5.1965 0.7718 -1.4410 0.164
H 2.1322 -2.6989 0.9046 0.229
C -5.7672 -0.7096 -5.0126 -0.069
O 0.1157 1.7977 -0.4292 -0.721
H 2.3072 1.2132 6.3300 0.172
```

Output
LUMO in eV: 2.562
Charge: -1
Total energy in eV: -64448.5989
Gap between HOMO and LUMO in Ha: 0.285
HOMO in eV: -5.20

[3]
Computed, not measured: a structure of composition C15H26F6NO3P2Pd in a non-equilibrium geometry, with ωB97M-V/def2-TZVPD.

Geometry as XYZ:
```
54
Properties=species:S:1:pos:R:3:nbo_charge:R:1
H 3.1579 -0.2647 -2.0455 0.266
C 0.3538 -3.7329 0.0844 -0.642
F -0.9966 -4.6099 2.5715 -0.314
N -0.7652 1.6329 -0.4517 -0.498
C -2.1534 3.8411 -1.3193 -0.118
F -2.1797 -3.8209 -1.4026 -0.332
O 2.7251 2.9244 -1.7076 -0.979
H 3.1757 2.2735 -1.1080 0.503
H 2.4299 -0.6694 -3.6571 0.251
H 3.3780 3.1842 -2.3819 0.486
H 0.3558 -3.8004 -1.0086 0.228
C -2.1647 -4.0216 -0.0474 0.965
H 0.8585 2.8120 3.4435 0.251
H 0.5424 -0.4754 4.0913 0.263
H -0.6050 0.8244 4.5499 0.247
H -1.4142 -1.3153 -2.3422 0.280
F -3.3828 -3.6678 0.4235 -0.308
C 2.3710 -0.8217 -2.5702 -0.954
H -1.1654 3.4512 -3.2311 0.241
H 1.4787 2.8142 1.7626 0.255
H -1.5307 2.7297 2.5339 0.256
C -1.5062 2.3085 0.4201 0.233
C -0.5693 2.0987 -1.6893 0.269
H -0.5089 -1.1392 -3.8878 0.247
H -2.3390 1.1981 2.0817 0.278
C -0.9747 -3.1558 0.5716 0.094
C -0.4338 -1.3808 -2.8217 -0.969
P 0.7425 -0.3404 -1.9631 1.003
O -1.2722 -1.8825 0.2195 -0.669
C 0.4509 1.3827 -2.5231 -0.821
F -2.0162 -5.3644 0.1527 -0.319
F 0.1873 -2.7632 2.6583 -0.348
H -2.8516 3.9299 0.7435 0.238
H 0.4933 -4.7291 0.5194 0.259
H -0.0815 -2.4111 -2.7169 0.253
H -1.1731 -0.6158 3.6357 0.275
F -2.0067 -2.6730 2.7622 -0.317
C -2.2463 3.4162 -0.0029 -0.239
H 2.1746 1.6913 2.9709 0.249
Pd 0.2146 -0.3037 0.2903 0.636
C -0.3435 0.0875 3.7755 -0.951
C -1.2934 3.1904 -2.1862 -0.233
P 0.0391 0.9030 2.2104 0.919
H 1.1772 -3.0765 0.3845 0.222
H 0.3761 1.5052 -3.6093 0.261
C 1.2554 2.1864 2.6339 -0.954
H 3.5767 1.5869 1.0014 0.492
C -0.9756 -3.3096 2.1555 0.952
H 2.4520 -1.8896 -2.3346 0.256
H 1.3917 1.8978 -2.3662 0.332
C -1.4886 1.8643 1.8581 -0.754
O 3.3596 1.0527 0.2126 -0.952
H 2.4343 0.7423 0.3207 0.468
H -2.7138 4.7051 -1.6645 0.242
```

Output
LUMO (alpha / beta) in eV: -2.693 / -5.587
Charge: +1
Energy above the lowest of the compared OMol25 structures with the same formula, charge and spin in eV: 0.0000
Total energy in eV: -61967.0242
Gap between HOMO and LUMO (alpha / beta) in Ha: 0.327 / 0.240
HOMO (alpha / beta) in eV: -11.59 / -12.13
<S²>: 2.01
Spin multiplicity: 3

[4]
Computed, not measured: the ion C15H26F9N3O10P3S3 with charge +1 in a non-equilibrium geometry, with ωB97M-V/def2-TZVPD.

Geometry as XYZ:
```
69
Properties=species:S:1:pos:R:3:nbo_charge:R:1
H 0.6814 1.2692 -0.3465 0.302
H 2.6212 0.2334 -1.3938 0.236
H -0.7976 -3.6335 0.0606 0.516
H -1.4615 0.9064 1.9500 0.329
C 2.6147 0.2748 1.8147 -0.412
O -3.6345 0.8830 -1.5165 -0.837
C -1.2720 0.0192 -0.1901 -0.047
C 3.6686 0.9935 2.8155 -0.616
H -2.6916 -2.7032 -1.4798 0.231
C -1.1152 -0.0633 1.4407 -0.841
C 2.4449 -0.6763 -0.7065 -0.073
H -1.5077 -2.6245 -3.8928 0.213
C -1.5272 5.1718 0.9405 0.567
O -0.9159 -4.1128 -2.5568 -0.736
H 4.1296 0.5882 0.2414 0.233
F -0.4377 3.0354 1.0795 -0.338
F -3.0597 6.4157 -0.4997 -0.301
P 0.2550 0.9110 -2.6864 1.687
H 1.9014 1.1158 1.4810 0.189
F -0.6106 5.6273 -0.0160 -0.287
F -0.9301 5.4713 2.1947 -0.293
H 2.0007 -0.5065 2.3616 0.189
S 2.3987 -5.0697 -0.7106 -0.471
N 0.0964 -3.1038 0.0668 -0.878
H 4.6755 1.0731 2.2819 0.214
C -0.9933 -2.7022 -2.8664 -0.099
C -1.7527 3.5940 0.9415 0.586
P -2.0899 -1.4474 2.2551 2.221
H 3.3638 2.0481 3.0916 0.235
H -0.3097 -4.4894 -3.2344 0.492
H 1.6290 -5.7072 1.9400 0.526
O 1.3386 -0.0931 -3.5803 -0.957
O -3.4087 -2.0452 1.3898 -0.941
C -1.9336 -1.9016 -1.8205 -0.310
S -1.3309 1.0565 -3.7332 -0.446
H -3.5775 -1.5629 0.5550 0.509
P 1.5264 -3.9195 0.6247 1.834
H 2.2086 -2.8333 2.4628 0.527
H -2.5275 -1.1887 -2.4649 0.307
H 3.7870 -2.4561 -0.9137 0.245
O 0.8901 -5.0880 1.7283 -0.963
H 0.5371 3.0448 -3.3015 0.535
H 0.0330 -2.2324 -2.9989 0.181
H -0.0374 -0.1662 1.7813 0.294
O 1.0395 2.4414 -2.7066 -0.983
H 4.1048 -1.1251 0.8239 0.235
F -2.5140 7.3034 1.4739 -0.302
S -2.7361 1.1265 -0.3172 1.925
C 0.1346 -1.8237 -0.3168 0.789
C -2.3534 2.9697 -0.3860 0.461
C 0.1434 0.4027 -0.8856 -0.415
O -1.0912 -2.7494 2.7773 -0.978
F -3.5991 3.5513 -0.7142 -0.272
F -2.4237 3.2736 2.1165 -0.269
N -1.2643 -1.3852 -0.6272 -0.536
H 2.2635 -2.5013 -2.0382 0.229
F -1.4987 3.3318 -1.4357 -0.300
F -3.9492 5.5922 1.4907 -0.284
O 2.5915 -3.0495 1.5833 -0.944
C -2.8294 6.0788 0.8441 0.926
H 2.1889 0.3997 -3.6701 0.512
H -1.7412 -3.3180 3.2632 0.528
H 3.8089 0.2970 3.6977 0.225
O -3.7259 0.9876 0.8291 -0.826
C 3.4094 -0.2559 0.5394 -0.412
C 3.0928 -1.8636 -1.6026 -0.633
N 1.0209 -0.7533 -0.4266 -0.426
O -2.6700 -0.8645 3.5593 -1.046
H 3.7193 -1.4721 -2.4613 0.245
```

Output
LUMO in eV: -4.553
SMILES: CCC[C@@H](C)N1C(NP(O)(O)=S)=[N+](CCO)[C@](CP(=O)(O)O)(S(=O)(=O)C(F)(F)C(F)(F)C(F)(F)C(F)(F)F)[C@@H]1P(O)(O)=S
Charge: +1
Total energy in eV: -125742.4288
Gap between HOMO and LUMO in Ha: 0.289
HOMO in eV: -12.43